# C7H7NO3

The molecule C7H7NO3 in a non-equilibrium geometry (wB97M-V/def2-TZVPD, the Open Molecules 2025 dataset).

Last columns: bonded neighbours and bond lengths (Å).
Cartesian coordinates (Å):
1 N 2.919 1.075 0.076  C2 1.337, H12 1.146, H13 1.023
2 C 2.247 -0.072 -0.067  N1 1.337, O3 1.284, C4 1.403
3 O 2.746 -1.219 -0.357  C2 1.284
4 C 0.847 -0.154 -0.115  C2 1.403, C5 1.404, C11 1.428
5 C 0.404 -1.480 0.017  C4 1.404, C6 1.406, H14 1.105
6 C -0.935 -1.891 0.133  C5 1.406, C7 1.520, H15 1.192
7 C -1.851 -0.683 0.013  C6 1.520, O8 1.333, C9 1.427
8 O -3.135 -1.019 -0.109  C7 1.333, H16 1.026
9 C -1.485 0.695 0.021  C7 1.427, O10 1.434, C11 1.463
10 O -2.578 1.586 -0.240  C9 1.434, H17 1.177
11 C -0.065 0.938 -0.238  C4 1.428, C9 1.463, H18 1.244
12 H 2.522 2.059 0.509  N1 1.146
13 H 3.931 0.920 0.094  N1 1.023
14 H 1.262 -2.176 0.063  C5 1.105
15 H -1.460 -2.955 0.029  C6 1.192
16 H -3.691 -0.158 -0.155  O8 1.026
17 H -2.013 2.442 0.338  O10 1.177
18 H 0.337 2.093 -0.011  C11 1.244

Results
**HOMO-LUMO gap**: 8.33 eV
**2S+1**: 1
**Structure (SMILES)**: NC(=O)c1ccc(O)c(O)c1
**E_LUMO**: 0.053 eV
**Electronic energy**: -551.302415 Ha